No. 1
{
  "formula": "C5H8O3",
  "method": "ωB97M-V/def2-TZVPD",
  "symbols": ["C", "H", "O", "H", "O", "O", "H", "H", "H", "C", "C", "C", "C", "H", "H", "H"],
  "coordinates": [[-1.482, 0.861, 0.088], [1.250, 2.523, -0.624], [1.524, 0.934, 0.647], [-2.584, 1.167, -0.089], [-1.498, -1.312, 1.403], [1.274, -1.110, -0.508], [1.731, 0.647, -1.375], [-1.334, 1.263, 1.157], [-0.473, 0.846, -1.903], [-1.083, -0.668, 0.508], [1.084, 1.275, -0.475], [-0.157, -0.727, -0.625], [-0.242, 0.750, -0.904], [1.799, 0.059, 0.605], [1.201, -2.199, -0.268], [-0.712, -1.347, -1.393]],
  "mulliken_charge": [-0.76, 0.26, -0.51, 0.30, -0.54, -0.66, 0.20, 0.20, 0.57, 0.28, -0.52, 0.10, -0.05, 0.41, 0.36, 0.36],
  "lumo_ha": 0.00807,
  "homo_energy_ev": -9.272,
  "de_lowest_kj_mol": 476.4,
  "total_energy_ev": -11452.58169,
  "smiles": "O=C1C[C@@H](CO)[C@H]1O",
  "orbital_gap_ha": 0.3488
}

=====

No. 2
{
  "formula": "CBrF3O2S",
  "method": "ωB97M-V/def2-TZVPD",
  "symbols": ["F", "S", "Br", "O", "F", "O", "C", "F"],
  "coordinates": [[-2.320, -0.978, 1.073], [-0.247, 0.727, 1.257], [2.457, -0.056, -0.306], [0.807, 1.117, 0.280], [-0.750, -1.334, -0.528], [3.445, 0.493, -1.413], [-1.406, -0.397, 0.243], [-1.987, 0.427, -0.606]],
  "mulliken_charge": [-0.21, 0.19, 0.59, -0.38, -0.20, -0.44, 0.65, -0.20],
  "lumo_ha": [-0.06316, -0.08758],
  "homo_energy_ev": [-9.533, -9.350],
  "de_lowest_kj_mol": 229.8,
  "total_energy_ev": -94156.35672,
  "orbital_gap_ha": [0.2872, 0.2560]
}

=====

No. 3
{
  "formula": "C20H22I2N5OS2Sn",
  "method": "ωB97M-V/def2-TZVPD",
  "symbols": ["H", "H", "C", "C", "C", "H", "C", "N", "S", "N", "H", "H", "H", "H", "H", "H", "C", "I", "H", "C", "H", "N", "H", "H", "C", "C", "N", "C", "C", "H", "H", "C", "C", "H", "Sn", "C", "C", "I", "C", "C", "H", "C", "N", "H", "C", "C", "H", "C", "H", "O", "H", "S", "H"],
  "coordinates": [[-4.799, -1.200, -4.012], [-0.148, 3.236, 4.544], [-0.759, 1.206, 4.946], [0.180, -0.402, 3.450], [-1.092, -1.301, -2.929], [6.376, 1.425, 2.252], [-3.762, -1.231, -3.708], [1.084, -1.993, 1.928], [2.292, -5.179, 0.107], [0.815, 0.561, 2.775], [-0.056, -1.322, -2.621], [-0.527, 5.128, -1.139], [5.225, 1.984, 3.497], [-3.480, -3.270, -4.303], [2.072, -7.095, 1.477], [-1.140, -0.907, 5.072], [-0.910, 3.141, -1.757], [4.403, 2.799, 1.100], [-0.710, 2.931, -4.529], [-0.628, -0.113, 4.545], [1.249, 2.550, 2.584], [1.355, -3.280, 1.639], [-1.917, 4.957, -2.221], [-0.276, 4.859, -2.866], [-0.906, 4.605, -2.012], [-1.846, -0.149, -2.761], [-1.245, 0.994, -2.162], [-3.184, -0.109, -3.139], [5.335, 1.516, 2.528], [-1.106, -3.327, -3.607], [-1.379, 1.462, 5.795], [-0.468, 2.443, -0.659], [0.690, 1.821, 3.163], [-1.903, 1.630, -4.579], [1.709, -0.244, 0.475], [1.974, -6.030, 1.673], [-1.689, -2.425, -3.479], [4.536, -0.468, 2.680], [-3.018, -2.391, -3.873], [1.857, -3.543, 0.467], [-3.771, 0.787, -2.977], [0.419, -1.765, 2.999], [-1.405, 2.270, -2.660], [0.972, -5.790, 2.010], [-1.620, 2.544, -4.069], [-0.084, 2.198, 4.250], [-2.416, 3.278, -4.189], [-0.683, 1.069, -0.918], [0.069, -2.600, 3.598], [-0.460, 0.036, -0.217], [2.709, -5.712, 2.408], [2.136, -2.434, -0.831], [-0.069, 2.848, 0.255]],
  "mulliken_charge": [0.39, 0.41, -0.26, 0.90, -0.41, 0.43, -0.65, 0.48, 0.00, 0.20, 0.29, 0.36, 0.37, 0.42, 0.35, 0.43, 0.76, 0.06, 0.37, -0.86, 0.46, -0.94, 0.34, 0.35, -1.48, 0.15, 0.48, 0.15, -0.87, 0.41, 0.44, -1.13, -0.18, 0.45, 0.67, -0.79, -0.72, 0.11, -0.45, 0.59, 0.49, -0.85, 0.05, 0.26, -1.08, -0.82, 0.35, 0.72, 0.39, -0.83, 0.27, -0.46, 0.46],
  "charge": 1,
  "lumo_ha": -0.12639,
  "homo_energy_ev": -10.531,
  "de_lowest_kj_mol": 39.4,
  "total_energy_ev": -74293.04823,
  "orbital_gap_ha": 0.2606
}

=====

No. 4
{
  "formula": "C5H7N",
  "method": "ωB97M-V/def2-TZVPD",
  "symbols": ["C", "H", "H", "N", "C", "C", "C", "H", "H", "H", "H", "C", "H"],
  "coordinates": [[-1.614, -0.198, 0.142], [-0.047, -0.103, 1.584], [1.103, 1.858, 0.558], [-2.692, -0.441, -0.199], [0.452, 1.282, -0.094], [0.868, -0.110, -0.451], [-0.258, 0.103, 0.539], [0.549, -0.460, -1.430], [-0.105, 1.863, -0.822], [2.999, -0.391, -0.635], [2.425, -0.302, 1.034], [2.181, -0.679, 0.033], [2.145, -1.770, 0.088]],
  "mulliken_charge": [0.00, 0.38, 0.23, -0.44, -0.67, 0.21, -0.02, 0.39, 0.29, 0.34, 0.30, -1.34, 0.32],
  "lumo_ha": 0.03514,
  "homo_energy_ev": -10.584,
  "de_lowest_kj_mol": 90.1,
  "total_energy_ev": -6787.57888,
  "smiles": "C[C@@H]1C[C@H]1C#N",
  "orbital_gap_ha": 0.4241
}